Entry 1:
Formula: C19H28CaClO2
Source: OMol25
Level of theory: ωB97M-V/def2-TZVPD

Computed properties:
lowest unoccupied orbital energy: 2.26 eV
gap between HOMO and LUMO: 6.0613 eV
multiplicity: 1
HOMO energy: -0.140 hartree
total charge: -1

Last column: natural (NBO) charge in e.
Positions of all 51 atoms, in Å:
O  0.857  0.291  -2.957  -0.527
C  0.712  1.528  -3.826  -0.077
C  0.550  0.814  -5.126  -0.473
H  1.593  2.179  -3.825  0.190
H  -0.187  2.099  -3.551  0.191
C  0.652  -0.409  -4.202  0.265
H  1.413  0.875  -5.770  0.201
H  -0.382  0.940  -5.674  0.207
C  1.834  -1.207  -4.671  -0.616
H  2.730  -0.607  -4.568  0.215
H  1.691  -1.467  -5.732  0.202
H  1.937  -2.123  -4.100  0.212
C  -0.603  -1.256  -4.215  -0.631
H  -1.505  -0.737  -3.878  0.216
H  -0.496  -2.152  -3.595  0.216
H  -0.808  -1.616  -5.233  0.206
Ca  0.302  0.194  2.921  1.760
C  -1.820  -0.446  4.558  -0.368
C  -1.689  0.964  4.702  -0.384
C  -2.055  1.565  3.462  -0.384
H  -1.410  1.485  5.618  0.214
C  -2.410  0.518  2.556  -0.425
C  -2.249  -0.724  3.235  -0.412
H  -2.455  -1.711  2.815  0.208
H  -1.666  -1.183  5.344  0.210
H  -2.079  2.636  3.245  0.214
H  -2.829  0.637  1.557  0.197
C  1.232  -1.665  4.687  -0.404
C  0.463  -2.448  3.784  -0.359
C  1.093  -2.424  2.514  -0.412
H  -0.424  -3.023  4.026  0.205
C  2.279  -1.637  2.630  -0.413
C  2.366  -1.165  3.976  -0.391
H  3.175  -0.563  4.401  0.219
H  1.019  -1.521  5.748  0.211
H  0.771  -2.983  1.639  0.205
H  3.010  -1.482  1.834  0.213
O  0.700  0.299  -0.222  -0.543
C  -0.632  -0.140  -0.597  -0.080
C  -1.495  1.106  -0.822  -0.438
H  -1.023  -0.864  0.127  0.182
H  -0.579  -0.742  -1.528  0.180
C  -0.426  2.193  -0.977  -0.430
H  -2.128  1.362  0.047  0.219
H  -2.150  0.975  -1.694  0.197
C  0.596  1.752  0.025  -0.102
H  -0.849  3.201  -0.983  0.208
H  0.051  2.050  -1.921  0.203
H  0.301  2.096  1.046  0.196
H  1.603  2.162  -0.068  0.202
Cl  1.421  2.373  3.241  -0.895


Entry 2:
Formula: C5H7OP
Source: OMol25
Level of theory: ωB97M-V/def2-TZVPD

Computed properties:
lowest unoccupied orbital energy (alpha / beta): -0.75 / -0.57 eV
gap between HOMO and LUMO (alpha / beta): 7.0895 / 8.6235 eV
multiplicity: 1
HOMO energy (alpha / beta): -0.288 / -0.338 hartree

Last column: natural (NBO) charge in e.
Positions of all 14 atoms, in Å:
C  -1.272  -1.489  -0.358  -0.301
C  -1.865  -0.459  0.203  0.243
C  0.162  -1.094  -0.636  -0.697
C  -1.255  0.842  0.376  -0.092
C  1.452  1.423  -0.042  -0.953
O  -2.626  0.603  0.503  -0.388
P  -0.001  0.776  -0.898  0.869
H  -1.672  -2.469  -0.540  0.230
H  0.781  -1.216  0.269  0.230
H  0.616  -1.632  -1.467  0.238
H  0.518  0.119  2.139  -0.096
H  1.457  2.512  -0.042  0.247
H  2.365  1.057  -0.506  0.241
H  1.339  1.026  1.001  0.230


Entry 3:
Formula: C4H4ClFO
Source: OMol25
Level of theory: ωB97M-V/def2-TZVPD

Computed properties:
lowest unoccupied orbital energy: -1.02 eV
gap between HOMO and LUMO: 9.1642 eV
multiplicity: 1
HOMO energy: -0.374 hartree

Last column: natural (NBO) charge in e.
Positions of all 11 atoms, in Å:
C  -2.000  -0.017  1.242  -0.752
C  -1.378  1.139  0.468  0.473
C  -0.252  0.587  -0.293  -0.388
C  0.560  -0.580  -0.125  0.467
H  -1.627  -1.271  0.862  0.261
H  -1.470  0.165  2.517  0.274
H  -3.450  -0.045  1.199  0.263
H  0.160  1.313  -0.815  0.231
O  -1.517  2.425  0.692  -0.522
F  0.293  -1.736  0.490  -0.291
Cl  2.018  -0.630  -1.263  -0.018


Entry 4:
Formula: C2H3N2O2
Source: OMol25
Level of theory: ωB97M-V/def2-TZVPD

Computed properties:
lowest unoccupied orbital energy: 4.41 eV
gap between HOMO and LUMO: 7.8390 eV
multiplicity: 1
HOMO energy: -0.126 hartree
total charge: -1

Last column: natural (NBO) charge in e.
Positions of all 9 atoms, in Å:
C  1.127  -1.021  -0.973  0.789
C  -0.508  0.469  0.831  -0.006
N  -0.564  1.747  0.861  -0.797
N  0.209  -0.127  -1.003  -0.357
O  2.256  -1.386  -0.825  -0.679
O  -0.079  -1.605  -1.294  -0.530
H  0.305  0.009  1.382  0.144
H  -1.354  -0.200  0.633  0.135
H  -1.393  2.113  0.388  0.301


Entry 5:
Formula: C51H46ClN6O3PSn
Source: OMol25
Level of theory: ωB97M-V/def2-TZVPD

Computed properties:
lowest unoccupied orbital energy: -5.79 eV
gap between HOMO and LUMO: 6.3761 eV
multiplicity: 1
HOMO energy: -0.447 hartree
total charge: +2

Last column: Löwdin charge in e.
Positions of all 109 atoms, in Å:
Sn  -19.024  -4.331  -15.162  1.235
N  -26.008  -1.413  -22.720  0.181
C  -25.275  -1.783  -21.899  -0.154
C  -24.325  -2.244  -20.892  -0.188
C  -22.949  -2.169  -21.176  -0.003
C  -22.065  -2.562  -20.205  -0.019
C  -22.456  -3.051  -18.919  -0.124
C  -23.889  -3.128  -18.721  -0.022
C  -24.795  -2.759  -19.667  -0.017
C  -21.502  -3.406  -17.859  -0.026
C  -21.770  -3.067  -16.485  -0.211
C  -22.829  -2.227  -16.026  -0.010
C  -22.865  -2.282  -14.625  -0.064
C  -21.854  -3.148  -14.228  -0.179
N  -21.139  -3.629  -15.316  -0.149
C  -20.286  -4.013  -18.236  -0.221
C  -19.994  -4.544  -19.555  0.025
C  -18.605  -4.765  -19.555  -0.047
C  -18.128  -4.595  -18.252  -0.137
N  -19.134  -4.209  -17.401  -0.141
H  -22.641  -1.820  -22.148  0.129
H  -20.980  -2.391  -20.363  0.132
H  -24.278  -3.528  -17.766  0.128
H  -25.869  -2.788  -19.449  0.137
H  -23.459  -1.642  -16.645  0.105
H  -23.612  -1.898  -13.952  0.103
H  -21.636  -3.515  -13.226  0.087
H  -20.640  -4.680  -20.378  0.105
H  -17.991  -5.032  -20.359  0.091
H  -17.093  -4.664  -17.909  0.117
O  -16.491  -6.488  -12.829  0.143
C  -16.767  -5.862  -11.840  -0.348
O  -17.966  -5.029  -11.770  -0.207
C  -16.116  -5.832  -10.482  -0.113
C  -15.032  -6.647  -10.074  0.006
C  -14.714  -6.778  -8.778  -0.033
C  -15.502  -6.101  -7.817  -0.014
C  -16.563  -5.258  -8.179  -0.015
C  -16.868  -5.127  -9.571  -0.227
P  -18.324  -4.393  -10.239  1.072
C  -19.854  -5.072  -9.781  -0.290
C  -20.565  -5.963  -10.616  -0.054
C  -21.886  -6.177  -10.330  -0.052
C  -22.513  -5.551  -9.239  -0.024
C  -21.784  -4.743  -8.360  -0.050
C  -20.444  -4.479  -8.618  -0.052
C  -18.391  -2.645  -10.474  -0.284
C  -17.375  -1.802  -9.993  -0.060
C  -17.485  -0.440  -10.209  -0.054
C  -18.580  0.073  -10.901  -0.031
C  -19.619  -0.759  -11.357  -0.043
C  -19.505  -2.135  -11.196  -0.060
H  -14.458  -7.172  -10.857  0.146
H  -13.833  -7.313  -8.486  0.124
H  -15.207  -6.184  -6.771  0.123
H  -17.147  -4.705  -7.437  0.119
H  -20.091  -6.493  -11.421  0.094
H  -22.418  -6.849  -10.949  0.105
H  -23.596  -5.675  -9.114  0.127
H  -22.293  -4.338  -7.463  0.131
H  -19.895  -3.742  -8.011  0.124
H  -16.454  -2.168  -9.533  0.121
H  -16.668  0.212  -9.792  0.141
H  -18.690  1.138  -11.042  0.118
H  -20.475  -0.321  -11.880  0.122
H  -20.350  -2.803  -11.509  0.110
C  -17.763  -12.217  -12.192  -0.041
C  -18.099  -10.936  -13.045  -0.492
C  -18.338  -9.835  -12.002  -0.058
C  -16.856  -10.637  -13.895  -0.018
C  -19.417  -11.174  -13.881  -0.397
O  -20.561  -11.021  -13.026  -0.033
C  -19.472  -12.587  -14.581  -0.057
C  -19.384  -12.665  -16.171  -0.131
C  -17.996  -12.579  -16.768  -0.235
C  -17.055  -13.589  -16.488  -0.044
C  -15.765  -13.476  -16.970  -0.097
C  -15.394  -12.417  -17.819  -0.689
Cl  -13.774  -12.299  -18.337  0.711
C  -16.313  -11.409  -18.104  -0.104
C  -17.596  -11.469  -17.565  -0.056
C  -19.657  -10.130  -15.050  -0.025
N  -19.664  -8.675  -14.690  -0.040
C  -19.066  -7.638  -15.275  -0.104
N  -19.750  -6.480  -15.061  -0.101
C  -20.867  -6.938  -14.362  -0.196
N  -20.818  -8.192  -14.015  0.157
H  -17.068  -11.923  -11.406  0.085
H  -17.346  -13.050  -12.769  0.081
H  -18.659  -12.569  -11.649  0.095
H  -17.401  -9.621  -11.474  0.082
H  -18.999  -10.192  -11.215  0.083
H  -18.808  -8.928  -12.408  0.062
H  -16.028  -10.367  -13.164  0.118
H  -17.039  -9.805  -14.530  0.047
H  -16.618  -11.440  -14.598  0.081
H  -20.763  -11.834  -12.536  0.109
H  -20.407  -13.074  -14.228  0.131
H  -18.652  -13.240  -14.193  0.100
H  -20.042  -11.955  -16.660  0.100
H  -19.704  -13.635  -16.444  0.106
H  -17.361  -14.506  -15.922  0.140
H  -15.040  -14.249  -16.732  0.111
H  -16.125  -10.557  -18.763  0.112
H  -18.349  -10.691  -17.780  0.114
H  -20.656  -10.367  -15.442  0.146
H  -18.888  -10.349  -15.797  0.090
H  -18.110  -7.724  -15.785  0.153
H  -21.760  -6.318  -14.279  0.124


Entry 6:
Formula: C8H10ClN4
Source: OMol25
Level of theory: ωB97M-V/def2-TZVPD

Computed properties:
lowest unoccupied orbital energy: -3.14 eV
gap between HOMO and LUMO: 8.7959 eV
multiplicity: 1
HOMO energy: -0.439 hartree
total charge: +1

Last column: natural (NBO) charge in e.
Positions of all 23 atoms, in Å:
C  1.880  -1.894  3.013  -0.056
C  2.623  -2.367  1.984  -0.055
C  0.616  -1.865  1.197  0.600
C  -0.963  2.949  -2.143  -0.271
C  -1.116  4.031  -1.388  -0.318
C  -0.427  0.568  -2.466  -0.396
C  -0.575  1.632  -1.684  -0.037
C  -1.479  -1.255  0.193  0.751
N  0.639  -1.586  2.516  -0.486
N  1.826  -2.342  0.868  -0.471
N  -0.368  -1.755  0.324  -0.587
N  -2.621  -1.043  -0.005  -0.600
Cl  -0.289  1.457  0.030  -0.044
H  2.136  -1.760  4.043  0.258
H  3.636  -2.709  1.964  0.259
H  -1.128  3.001  -3.211  0.228
H  -1.405  4.973  -1.817  0.217
H  -0.136  -0.395  -2.088  0.203
H  -0.958  4.023  -0.322  0.205
H  2.086  -2.658  -0.055  0.458
H  -0.125  -1.210  3.058  0.454
H  -0.591  0.657  -3.525  0.225
H  -3.264  -0.453  -0.485  0.460


Entry 7:
Formula: C5H10O
Source: OMol25
Level of theory: ωB97M-V/def2-TZVPD

Computed properties:
SMILES: C=CCC=C.O
lowest unoccupied orbital energy: 1.04 eV
gap between HOMO and LUMO: 10.6112 eV
multiplicity: 1
HOMO energy: -0.352 hartree

Last column: natural (NBO) charge in e.
Positions of all 16 atoms, in Å:
C  -1.081  0.896  2.364  -0.393
C  -0.570  0.769  1.137  -0.172
C  -1.332  0.143  0.036  -0.508
C  -0.498  -0.239  -1.137  -0.172
C  0.143  -1.409  -1.177  -0.400
H  -0.493  1.118  3.248  0.202
H  -2.080  0.566  2.609  0.182
H  0.458  1.191  0.978  0.206
H  -2.036  -0.613  0.427  0.230
H  -2.127  0.863  -0.308  0.227
H  -0.392  0.521  -1.882  0.198
H  0.638  -1.955  -1.935  0.203
H  -0.017  -2.025  -0.266  0.192
O  2.701  -0.045  -0.944  -0.936
H  1.971  0.572  -0.953  0.469
H  2.406  -0.839  -1.385  0.470


Entry 8:
Formula: C4H2Cl2NO3P
Source: OMol25
Level of theory: ωB97M-V/def2-TZVPD

Computed properties:
SMILES: O=C1C=CC(=O)N1P(=O)(Cl)Cl
lowest unoccupied orbital energy: -0.93 eV
gap between HOMO and LUMO: 9.7711 eV
multiplicity: 1
HOMO energy: -0.393 hartree

Last column: natural (NBO) charge in e.
Positions of all 13 atoms, in Å:
O  0.148  -2.148  -0.498  -0.529
C  -0.383  -1.113  -0.214  0.652
C  -1.833  -0.759  -0.175  -0.243
C  -1.951  0.540  0.089  -0.232
C  -0.588  1.133  0.241  0.647
O  -0.265  2.274  0.391  -0.493
N  0.277  0.055  0.124  -0.773
P  2.145  0.243  0.142  1.865
O  2.600  1.472  0.752  -1.003
Cl  2.702  -1.386  1.091  -0.180
Cl  2.586  0.048  -1.768  -0.194
H  -2.598  -1.493  -0.354  0.242
H  -2.841  1.135  0.180  0.242